Below is 10 unconnected molecules or ions with the total composition C42H87NO9 in a non-equilibrium geometry, with properties calculated with ωB97M-V/def2-TZVPD.

Output
Highest occupied orbital energy (eV): -8.681
2S+1: 1
E (Ha): -2384.2245
F_max (eV/Å): 2.2
LUMO energy (hartree): 0.02445

Last column: Mulliken charge in e.
Atoms and positions in Å:
C 1.2875 4.9548 3.9298  -0.6875
H 3.6217 5.4454 -5.3808  0.2677
C -1.6714 -2.7471 2.3697  1.0828
H 2.8993 -3.0711 -3.2731  0.1674
H 4.9601 2.3643 2.8825  0.3343
H -1.2213 0.3472 -2.7349  -0.8640
H 1.9246 1.0762 -0.3674  -0.2562
H -4.7973 0.5616 -0.4427  0.1678
C 3.4457 5.3170 -4.3040  -0.4142
H -0.3547 -2.6009 4.5805  0.2621
H 5.7461 -2.5903 -0.6498  0.3937
H 0.2290 -0.6473 -2.8545  -0.0590
C 0.9560 1.4509 -0.7202  -0.3401
C -0.2623 -4.2303 -3.7809  -0.6808
C -0.1806 0.7914 0.0222  1.8432
H -5.6526 1.8575 2.1657  0.3950
O -0.0617 -5.5865 1.6189  -0.4497
H -1.7996 -4.1398 -2.1919  0.5386
C 1.9958 5.4465 -3.8491  -0.6094
H 0.6603 -4.7279 3.3591  0.1688
C -0.5861 -0.3640 -0.8913  2.4161
H -3.2090 0.4705 -4.4554  0.0450
H -2.7897 -1.7590 0.7966  -0.0079
H 3.7097 -1.5943 2.2000  -0.7051
H 5.1530 1.2713 4.2802  0.3346
H -4.2428 3.4558 -0.3898  0.3478
H 2.8722 2.3184 -3.1990  -0.2186
C -1.1725 -3.4916 -2.7995  0.7981
H -0.0524 3.4877 4.6897  0.2295
H 1.4448 -6.2340 2.8766  0.3583
C -3.0268 -2.0905 4.2536  -0.5824
H -5.3903 3.3428 -3.1964  0.2103
H 1.3265 -0.7667 4.0865  0.5177
H -1.6392 -0.5448 -0.6740  0.4126
H -2.8405 -2.9897 -4.1129  0.4654
H -5.9472 1.8982 -0.1151  0.1864
H -1.0210 3.0398 2.6182  -0.3626
N -1.8934 -1.7353 3.4117  0.9411
H -3.6683 -0.0660 4.6063  0.0709
H 2.5757 -3.7819 2.3188  -0.0692
H 1.3457 5.9357 3.4559  0.2888
H 3.2991 -0.4057 -2.7461  0.1743
H -2.7864 0.6832 1.8157  -0.1068
C -5.5708 2.5927 -3.9739  -0.4971
C 1.3813 -4.1388 0.4511  1.4056
H 5.0550 -0.4618 -1.2545  0.3765
H -3.7481 3.1145 -5.0842  0.3456
C -1.9204 -2.5387 -3.7315  -0.4447
C -3.4621 1.5359 1.9673  0.1905
H -0.0085 -1.2612 -0.6482  -2.1392
H -3.8974 -2.3534 3.6506  0.3377
C -3.8667 2.4644 -0.1343  0.0636
C -4.3396 2.2549 -4.7720  -0.7031
H -0.7961 5.0817 4.5778  0.4096
C -0.4828 3.9860 2.6609  0.2077
C 0.4424 -0.8865 3.4542  -0.0665
C 2.1160 -4.5620 1.7123  -0.5177
C -2.7285 -2.7276 1.2932  -1.1557
H -2.1956 -1.6111 -3.2282  -0.2227
H -3.7223 -3.0168 1.6345  0.5244
H 2.1731 3.0124 3.2776  -0.0895
O 4.1071 -3.3478 -1.6019  -0.5304
H 0.1329 0.1341 3.2229  -0.2441
H 0.6225 3.7966 -3.8136  0.2333
C 3.7640 0.5626 2.7864  0.6275
O 0.7774 3.8341 1.9644  -0.3424
H -5.1697 0.1944 1.8964  0.3053
H -0.4996 -4.9836 -0.3037  -0.0374
H 4.1268 6.0411 -3.8489  0.2604
H -2.6743 -0.6878 5.9178  0.3578
C 4.9944 1.3239 3.2035  -0.7436
H 2.0120 -3.9897 -0.4264  0.2427
H 0.9406 -2.4778 -4.3373  -0.0849
O 0.5549 1.3324 -2.0889  -0.3094
H 1.4900 3.9314 -2.3425  -0.1730
C 0.3683 -5.2728 0.2912  -0.3994
H 0.0711 0.5047 1.0432  -1.0550
O -1.0407 -2.3056 -4.8378  -0.4432
H -0.5495 -2.8866 -2.1320  -0.7877
O -3.1472 2.6136 1.0976  -0.5230
C 2.7449 3.1440 -3.8967  0.1745
H -1.0260 1.4817 0.0913  -0.8109
H 1.8754 6.1980 -3.0702  0.2975
H -2.8253 1.8119 -3.2863  0.0719
H -2.8351 -3.0117 4.8337  0.3374
H 2.9101 -5.2667 1.4589  0.4813
C 4.6585 -2.5129 -0.5939  -0.2257
C 4.1999 -1.0642 -0.9488  0.6503
C 1.6128 4.0383 -3.4218  0.1266
C 6.0788 0.5092 2.4734  -0.5032
H -2.4301 -3.4670 0.5423  0.1620
H 0.8671 -3.1790 0.5620  -1.3778
H 4.1507 -1.2343 3.8981  0.4794
O -4.5683 0.7903 -2.9304  -0.2826
C 0.1261 -3.1140 -4.7160  -0.0687
H 1.8400 4.9901 4.8691  0.3638
H -6.3285 0.5295 -3.9887  0.3063
H -6.3708 3.0257 -4.5790  0.3961
H 4.2893 -2.7368 0.4066  0.0445
C 3.6808 -2.5677 -2.7017  -0.5820
C -0.6666 -1.6138 4.2086  -1.0812
C -4.9880 1.4531 0.1506  -0.2870
H 3.3368 0.8811 1.8310  -0.2028
H 6.1801 0.7643 1.4156  0.2487
H -0.8245 -0.9944 5.0895  0.4515
C -0.2363 0.1703 -2.2999  0.8678
C -3.4404 -0.9557 5.1907  -1.1686
H 0.5344 -4.7178 -3.2141  0.3363
H -4.2744 -1.2997 5.8059  0.4408
C -3.6033 1.2971 -3.8567  0.1107
H 2.6901 4.4763 2.3967  0.3154
H 2.1537 -1.3235 -1.7885  -0.8807
H -6.5408 1.3645 -2.4577  0.2539
C -0.1095 4.3958 4.0821  -0.5798
H 0.4705 -3.4442 -5.6989  0.3604
H 7.0409 0.5862 2.9785  0.3338
H 0.9340 2.4939 -0.3925  0.4738
H -1.0897 4.7424 2.1626  0.2797
C -4.9184 1.2327 1.6595  -0.7571
C -5.8721 1.2595 -3.3110  -0.5318
C 1.8439 3.9796 2.8791  -0.0920
O 5.5802 -0.8437 2.4315  -0.4961
H -3.3237 1.8084 3.0172  0.3332
H 4.5095 -2.4067 -3.4039  0.4075
C 3.2027 -1.2670 -2.0798  1.0322
H 2.5638 2.7178 -4.8914  0.2523
H 1.3690 5.7603 -4.6872  0.2375
C 4.2000 -0.8832 2.8628  0.2901
H -4.6692 1.7065 -5.6598  0.2936
H -1.5646 -3.7392 2.8361  0.2924
H 2.9128 0.7544 3.4509  0.0647
H 0.7774 -1.3866 2.5439  -0.2033
H -3.1874 2.1169 -0.9160  -0.2650
O 3.8766 4.0051 -3.9571  -0.4557
C 1.0136 -5.2995 2.4963  -0.4449
H -0.8740 -5.0139 -4.2346  0.3166
H -0.7032 -2.5867 1.8945  -1.3066
H 0.8067 -6.1534 -0.1908  0.3855
H 3.7432 -0.5550 -0.0984  -1.0500